(1)
ORCA calculation (the ωB97M-V functional and the def2-TZVPD basis) on 2 unconnected molecules or ions with the total composition C24H24F5N3O3 at a distorted geometry.

## Properties
**LUMO energy**: -2.0 eV
**Energy above the lowest of the compared OMol25 structures with the same formula, charge and spin**: 0.0 kJ/mol
**Frontier orbital gap**: 4.408 eV

```
! RIJCOSX wB97M-V def2-TZVPD def2/J DEFGRID3
* xyz 0 1
C 0.876 -0.164 -5.478
C 0.160 -0.487 -4.255
N 0.480 -1.664 -3.672
O -0.089 -2.112 -2.639
O 1.438 -2.282 -4.238
H 0.481 0.753 -5.923
H 1.938 -0.001 -5.237
H 0.836 -0.975 -6.222
H -0.715 0.054 -3.906
C -1.430 0.982 4.409
N -0.792 0.380 3.261
C -0.218 -0.858 3.342
O -0.108 -1.540 4.357
C 0.302 -1.202 1.940
C -0.463 -2.358 1.306
C -0.347 -3.593 2.146
C -1.375 -3.989 3.001
F -2.526 -3.266 3.030
C -1.243 -5.066 3.872
F -2.239 -5.391 4.721
C -0.057 -5.805 3.865
F 0.086 -6.855 4.695
C 0.972 -5.461 2.988
F 2.108 -6.189 2.964
C 0.817 -4.362 2.147
F 1.850 -4.008 1.333
N 0.135 0.063 1.228
C 0.497 0.177 -0.063
C 0.383 1.344 -0.809
C 0.773 1.460 -2.139
C 0.781 2.714 -2.838
C 1.488 2.868 -4.060
C 1.421 4.048 -4.791
C 0.688 5.142 -4.304
C 0.051 5.047 -3.059
C 0.082 3.855 -2.341
C -0.591 1.091 2.000
C -1.949 1.438 1.369
C 0.242 2.359 2.255
H -1.486 0.243 5.213
H -0.861 1.853 4.759
H -2.441 1.314 4.148
H 1.372 -1.473 2.004
H -1.525 -2.082 1.227
H -0.064 -2.540 0.299
H 0.904 -0.726 -0.524
H -0.023 2.221 -0.305
H 1.189 0.575 -2.627
H 2.090 2.028 -4.416
H 1.932 4.119 -5.753
H 0.628 6.067 -4.879
H -0.490 5.902 -2.651
H -0.455 3.786 -1.393
H -2.597 0.550 1.380
H -2.421 2.242 1.949
H -1.830 1.772 0.336
H 1.084 2.114 2.916
H 0.643 2.775 1.330
H -0.394 3.116 2.733
*
```

=====

(2)
ORCA calculation (the ωB97M-V functional and the def2-TZVPD basis) on C5H8O in the gas phase.

## Properties
**LUMO energy**: 1.0 eV
**Energy above the lowest of the compared OMol25 structures with the same formula, charge and spin**: 1.7 kJ/mol
**Frontier orbital gap**: 10.401 eV
**SMILES**: O=C1CCCC1

```
! RIJCOSX wB97M-V def2-TZVPD def2/J DEFGRID3
* xyz 0 1
O -0.617 2.447 -0.373
C -0.325 1.307 -0.105
C -1.295 0.176 0.209
C -0.533 -1.072 -0.241
C 0.929 -0.772 0.148
C 1.096 0.742 -0.064
H -1.435 0.161 1.300
H -2.269 0.340 -0.256
H -0.907 -1.996 0.210
H -0.620 -1.180 -1.330
H 1.641 -1.365 -0.433
H 1.083 -1.024 1.204
H 1.655 1.237 0.736
H 1.598 0.998 -1.004
*
```

=====

(3)
ORCA calculation (the ωB97M-V functional and the def2-TZVPD basis) on 8 unconnected molecules or ions with the total composition C28H51BIN7 at a distorted geometry.

## Properties
**LUMO energy**: -0.1 eV
**Frontier orbital gap**: 9.596 eV
**SMILES**: CCCC#N.CCCC#N.CCCC#N.CCCC#N.CCCC#N.CCCC#N.CCCC#N.BI

```
! RIJCOSX wB97M-V def2-TZVPD def2/J DEFGRID3
* xyz 0 1
C 2.222 1.854 -3.628
C 1.296 2.753 -4.435
C -0.164 2.306 -4.349
C -0.315 0.963 -4.880
N -0.445 -0.112 -5.284
H 2.206 0.828 -4.006
H 3.251 2.212 -3.689
H 1.933 1.830 -2.576
H 1.604 2.765 -5.484
H 1.360 3.775 -4.063
H -0.816 2.973 -4.916
H -0.502 2.300 -3.312
C -3.231 6.206 -2.092
C -3.445 4.762 -1.660
C -2.364 4.266 -0.692
C -1.035 4.300 -1.293
N 0.023 4.277 -1.764
H -2.292 6.323 -2.634
H -4.036 6.534 -2.749
H -3.208 6.874 -1.229
H -3.471 4.110 -2.535
H -4.410 4.664 -1.160
H -2.565 3.237 -0.391
H -2.348 4.880 0.210
C 1.207 -3.688 -0.926
C -0.101 -3.328 -1.619
C 0.015 -2.095 -2.526
C 0.403 -0.892 -1.789
N 0.721 0.076 -1.234
H 1.538 -2.881 -0.269
H 1.083 -4.584 -0.317
H 1.996 -3.882 -1.651
H -0.880 -3.146 -0.877
H -0.435 -4.164 -2.234
H -0.932 -1.880 -3.021
H 0.759 -2.262 -3.308
C -5.081 1.133 3.278
C -4.093 1.096 2.119
C -2.854 1.970 2.362
C -3.201 3.381 2.537
N -3.494 4.494 2.663
H -5.470 2.139 3.437
H -5.926 0.475 3.080
H -4.610 0.802 4.206
H -4.585 1.423 1.201
H -3.757 0.070 1.949
H -2.159 1.898 1.524
H -2.320 1.642 3.256
C 4.493 -0.910 -2.074
C 5.344 -1.237 -3.296
C 4.523 -1.854 -4.435
C 3.883 -3.101 -4.032
N 3.373 -4.091 -3.711
H 4.049 -1.812 -1.649
H 5.098 -0.442 -1.297
H 3.683 -0.223 -2.325
H 6.147 -1.922 -3.020
H 5.814 -0.328 -3.676
H 5.147 -2.060 -5.305
H 3.738 -1.164 -4.749
C -0.493 -1.336 1.799
C -1.035 -1.240 3.219
C -2.146 -2.254 3.506
C -3.287 -2.054 2.616
N -4.195 -1.890 1.915
H -1.264 -1.111 1.060
H 0.321 -0.629 1.641
H -0.110 -2.338 1.597
H -1.413 -0.233 3.406
H -0.230 -1.416 3.934
H -2.492 -2.174 4.535
H -1.778 -3.272 3.366
C 1.815 -3.094 8.899
C 2.246 -2.502 7.563
C 1.214 -1.525 6.985
C -0.071 -2.172 6.739
N -1.077 -2.717 6.553
H 0.899 -3.676 8.796
H 2.587 -3.755 9.291
H 1.637 -2.310 9.637
H 2.423 -3.301 6.841
H 3.188 -1.965 7.680
H 1.563 -1.105 6.040
H 1.045 -0.695 7.673
B 1.884 -1.349 -7.194
I 3.387 0.093 -7.588
H 1.438 -1.968 -8.096
H 1.579 -1.540 -6.072
*
```

=====

(4)
ORCA calculation (the ωB97M-V functional and the def2-TZVPD basis) on a molecular structure, C6H12Li.

## Properties
**LUMO energy**: -5.6 eV
**Frontier orbital gap**: 8.260 eV

```
! RIJCOSX wB97M-V def2-TZVPD def2/J DEFGRID3
* xyz 1 1
C -3.688 0.530 1.159
C -3.157 1.452 2.259
C -3.918 -0.885 1.694
C -1.877 0.886 2.878
C -2.638 -1.451 2.313
C -2.107 -0.529 3.412
H -2.946 0.487 0.338
H -4.629 0.937 0.741
H -3.926 1.546 3.049
H -2.968 2.463 1.850
H -4.274 -1.547 0.881
H -4.706 -0.851 2.470
H -1.521 1.548 3.690
H -1.088 0.852 2.101
H -1.869 -1.546 1.522
H -2.827 -2.463 2.721
H -1.166 -0.937 3.830
H -2.848 -0.486 4.233
Li 0.993 -1.143 1.777
*
```

=====

(5)
ORCA calculation (the ωB97M-V functional and the def2-TZVPD basis) on 2 unconnected molecules or ions with the total composition C5H7NO2 at a distorted geometry.

## Properties
**LUMO energy**: 0.5 eV
**Energy above the lowest of the compared OMol25 structures with the same formula, charge and spin**: 187.0 kJ/mol
**Frontier orbital gap**: 10.470 eV
**SMILES**: C=C(C)C(=O)O.C#N

```
! RIJCOSX wB97M-V def2-TZVPD def2/J DEFGRID3
* xyz 0 1
C 0.505 1.509 -0.368
C 0.418 0.199 -0.089
C 1.543 -0.559 0.559
C -0.589 -0.691 -0.878
O -0.415 -1.886 -0.979
O -1.248 0.033 -1.817
H 1.281 2.129 0.057
H -0.270 2.011 -0.924
H 1.172 -1.502 0.954
H 2.307 -0.804 -0.178
H 2.007 0.034 1.344
H -1.867 -0.558 -2.272
C -1.515 0.089 1.463
N -2.304 -0.438 0.786
H -1.024 0.436 2.344
*
```

=====

(6)
ORCA calculation (the ωB97M-V functional and the def2-TZVPD basis) on 2 unconnected molecules or ions with the total composition C4H9NO2.

## Properties
**LUMO energy (alpha / beta)**: -0.5 / -0.5 eV
**Energy above the lowest of the compared OMol25 structures with the same formula, charge and spin**: 369.9 kJ/mol
**Frontier orbital gap (alpha / beta)**: 8.879 / 8.880 eV

```
! RIJCOSX wB97M-V def2-TZVPD def2/J DEFGRID3
* xyz 0 1
C -0.024 -0.371 1.787
C -0.216 0.467 0.564
C 0.961 1.169 -0.033
O 0.647 2.026 -1.079
N -0.130 -1.561 -0.685
C -0.870 -1.004 -1.582
O -1.256 0.196 -1.439
H -0.859 -1.054 1.943
H -0.008 0.323 2.643
H 0.907 -0.938 1.763
H -1.137 1.038 0.554
H 1.360 1.782 0.795
H 1.737 0.434 -0.281
H -0.040 1.560 -1.592
H 0.120 -2.529 -0.866
H -1.192 -1.537 -2.491
*
```

=====

(7)
ORCA calculation (the ωB97M-V functional and the def2-TZVPD basis) on a molecular structure, C40H40CaN9S at a distorted geometry.

## Properties
**LUMO energy (alpha / beta)**: 2.2 / 2.2 eV
**Energy above the lowest of the compared OMol25 structures with the same formula, charge and spin**: 194.4 kJ/mol
**Frontier orbital gap (alpha / beta)**: 5.667 / 5.195 eV

```
! RIJCOSX wB97M-V def2-TZVPD def2/J DEFGRID3
* xyz -1 1
Ca -0.753 -0.162 1.252
C 2.579 0.285 -1.392
C 2.887 -0.691 -0.244
C 2.930 -0.131 1.149
C 4.080 -0.296 1.917
C 4.090 0.106 3.242
C 2.950 0.687 3.765
C 1.851 0.835 2.936
N 1.827 0.442 1.661
N 1.371 -0.104 -2.113
C 1.547 -1.340 -2.866
C 1.268 -2.683 -2.194
C 1.653 -3.838 -2.869
C 1.373 -5.072 -2.309
C 0.695 -5.124 -1.105
C 0.334 -3.930 -0.501
N 0.629 -2.737 -1.027
C 0.946 0.924 -3.055
C 0.635 2.295 -2.504
C 0.837 3.397 -3.330
C 0.511 4.659 -2.864
C -0.002 4.776 -1.585
C -0.169 3.621 -0.831
N 0.144 2.406 -1.277
H 3.442 0.316 -2.084
H 2.435 1.288 -0.995
H 3.832 -1.202 -0.433
H 2.084 -1.420 -0.237
H 4.949 -0.770 1.479
H 4.970 -0.045 3.854
H 2.911 1.018 4.793
H 0.942 1.305 3.302
H 2.567 -1.383 -3.286
H 0.865 -1.301 -3.721
H 2.164 -3.765 -3.821
H 1.681 -5.985 -2.804
H 0.465 -6.070 -0.635
H -0.185 -3.894 0.453
H 0.032 0.567 -3.541
H 1.706 1.055 -3.848
H 1.241 3.268 -4.327
H 0.665 5.530 -3.489
H -0.276 5.738 -1.176
H -0.590 3.655 0.166
S -1.469 1.985 2.724
C -3.144 1.797 2.222
N -4.000 2.551 2.881
N -5.346 2.338 2.622
C -6.058 1.189 2.846
C -5.458 -0.046 3.138
C -6.239 -1.154 3.415
C -7.627 -1.080 3.401
C -8.228 0.134 3.092
C -7.463 1.251 2.820
N -3.589 1.003 1.222
N -2.709 0.458 0.398
C -3.251 -0.175 -0.696
C -2.406 -0.413 -1.793
C -2.870 -1.066 -2.919
C -4.195 -1.481 -3.002
C -5.050 -1.220 -1.935
C -4.598 -0.575 -0.799
H -5.870 3.190 2.697
H -4.382 -0.127 3.159
H -5.746 -2.091 3.651
H -8.229 -1.951 3.628
H -9.310 0.212 3.069
H -7.939 2.199 2.590
H -1.389 -0.048 -1.735
H -2.195 -1.249 -3.750
H -4.557 -1.985 -3.890
H -6.088 -1.529 -1.996
H -5.257 -0.382 0.037
C -1.773 -1.137 4.693
C -2.033 -2.536 4.235
C -2.770 -3.382 5.034
C -2.984 -4.719 4.700
C -2.387 -5.220 3.545
C -1.650 -4.415 2.704
C -1.022 -5.013 1.479
C -1.485 -2.989 2.959
N -0.870 -2.215 2.100
H -2.242 -0.952 5.659
H -2.161 -0.410 3.982
H -0.699 -0.953 4.779
H -3.188 -2.991 5.957
H -3.577 -5.361 5.339
H -2.503 -6.271 3.295
H -0.897 -6.090 1.603
H -0.050 -4.558 1.283
H -1.651 -4.842 0.600
*
```

=====

(8)
ORCA calculation (the ωB97M-V functional and the def2-TZVPD basis) on a molecular structure, C26H49N4O4PdSSi.

## Properties
**LUMO energy (alpha / beta)**: -2.0 / -3.7 eV
**Energy above the lowest of the compared OMol25 structures with the same formula, charge and spin**: 0.0 kJ/mol
**Frontier orbital gap (alpha / beta)**: 8.841 / 7.243 eV
**<S²>**: 2.0133

```
! RIJCOSX wB97M-V def2-TZVPD def2/J DEFGRID3
* xyz 1 3
Pd 0.383 0.138 -1.593
N 1.909 0.968 -2.931
C 1.586 2.375 -3.264
C 0.352 2.474 -4.148
C -0.971 2.104 -3.494
N -1.034 0.661 -3.178
H 2.818 0.903 -2.485
H 1.967 0.405 -3.775
H 2.432 2.849 -3.767
H 1.420 2.906 -2.326
H 0.497 1.875 -5.056
H 0.273 3.507 -4.491
H -1.795 2.390 -4.150
H -1.093 2.648 -2.556
H -0.886 0.098 -4.011
H -1.947 0.409 -2.813
C -2.285 -0.223 3.365
C -0.930 0.048 4.003
C 0.056 -1.069 3.701
C -1.072 0.255 5.501
O -0.373 1.278 3.491
Si -0.496 2.106 2.110
S -0.058 0.750 0.476
O 0.565 3.326 2.103
C 2.005 3.426 2.106
C 2.327 4.712 2.845
C 2.463 3.502 0.658
C 2.619 2.228 2.817
O -1.995 2.684 1.937
C -2.673 3.398 0.881
C -1.676 4.199 0.053
C -3.662 4.319 1.570
C -3.391 2.369 0.021
H -2.735 -1.109 3.817
H -2.188 -0.399 2.291
H -2.957 0.623 3.516
H -0.306 -2.007 4.130
H 1.028 -0.840 4.140
H 0.180 -1.201 2.624
H -1.450 -0.652 5.976
H -1.765 1.071 5.709
H -0.105 0.503 5.940
H 1.849 5.561 2.353
H 3.405 4.881 2.864
H 1.964 4.660 3.872
H 2.009 4.363 0.164
H 2.174 2.594 0.124
H 3.549 3.608 0.611
H 2.216 2.132 3.825
H 3.701 2.355 2.885
H 2.415 1.300 2.275
H -1.109 4.885 0.683
H -2.207 4.778 -0.705
H -0.965 3.536 -0.451
H -3.137 5.052 2.184
H -4.326 3.741 2.214
H -4.266 4.851 0.832
H -2.672 1.657 -0.391
H -3.916 2.862 -0.801
H -4.120 1.817 0.615
C 0.774 -6.087 -0.186
N 1.319 -4.819 -0.666
N 0.647 -4.093 -1.634
C 0.994 -2.769 -1.539
O 0.579 -1.933 -2.388
C 1.865 -2.674 -0.420
C 2.003 -3.932 0.095
C 2.719 -4.381 1.321
C 0.025 -4.720 -2.753
C -1.234 -4.294 -3.143
C -1.836 -4.890 -4.241
C -1.190 -5.910 -4.928
C 0.069 -6.330 -4.523
C 0.688 -5.727 -3.438
H 0.061 -6.460 -0.914
H 0.266 -5.953 0.769
H 1.577 -6.813 -0.083
H 2.324 -1.778 -0.043
H 3.277 -3.549 1.744
H 3.412 -5.193 1.099
H 2.015 -4.735 2.077
H -1.728 -3.508 -2.588
H -2.820 -4.564 -4.553
H -1.669 -6.378 -5.778
H 0.579 -7.121 -5.057
H 1.681 -6.030 -3.127
*
```

=====

(9)
ORCA calculation (the ωB97M-V functional and the def2-TZVPD basis) on a molecular structure, C13H6AuCl5O5S at a distorted geometry.

## Properties
**LUMO energy**: -2.5 eV
**Energy above the lowest of the compared OMol25 structures with the same formula, charge and spin**: 60.4 kJ/mol
**Frontier orbital gap**: 5.970 eV

```
! RIJCOSX wB97M-V def2-TZVPD def2/J DEFGRID3
* xyz 0 1
Au -0.136 0.072 0.542
Cl -2.423 0.909 -1.498
C -0.945 0.414 -2.257
C 0.062 -0.086 -1.447
C 1.256 -0.475 -2.036
Cl 2.549 -1.030 -1.028
C 1.433 -0.417 -3.417
Cl 2.896 -0.955 -4.131
C 0.408 0.095 -4.213
Cl 0.620 0.207 -5.911
C -0.789 0.515 -3.634
Cl -2.043 1.165 -4.605
O 1.251 4.187 4.880
C 1.044 3.342 4.064
C 0.149 2.105 4.226
O -0.430 1.778 5.230
C 0.127 1.494 2.895
C 0.871 2.187 1.996
O 0.871 1.893 0.707
C 1.623 3.280 2.640
O 2.553 3.919 2.226
O -0.472 0.374 2.541
C 0.066 -3.220 -0.172
S -0.640 -2.227 1.154
C -2.383 -2.308 0.681
H -0.209 -2.810 -1.141
H -0.297 -4.240 -0.061
H 1.145 -3.199 -0.048
H -2.711 -3.343 0.754
H -2.513 -1.930 -0.329
H -2.933 -1.695 1.392
*
```